Formula: C5H13NO
Source: OMol25
Level of theory: wB97M-V/def2-TZVPD

The geometry in ORCA input format:
```
! RIJCOSX wB97M-V def2-TZVPD def2/J DEFGRID3
* xyz 0 1
C 0.98 2.40 -0.20
C 1.45 1.62 0.98
O 0.93 1.48 2.14
N 2.73 1.11 0.80
H 1.25 1.99 -1.10
H 1.49 3.32 -0.24
H 3.14 0.47 1.44
H 3.34 1.18 -0.02
H -0.09 2.51 -0.05
C -1.65 -1.40 -0.92
C -2.35 -0.91 0.22
C -0.23 -1.98 -0.47
H -2.13 -2.42 -1.41
H -1.44 -0.72 -1.68
H -2.64 -1.67 0.98
H -3.47 -0.66 -0.11
H 0.47 -1.85 -1.40
H 0.19 -1.38 0.35
H -1.75 0.01 0.69
H -0.22 -3.09 -0.02
*
```

Energy relative to the best compared isomer or geometry (same formula, charge and spin): 43.5 kcal/mol
E_tot: -8932.124 eV
HOMO-LUMO gap: 10.6958 eV
SMILES: CC(N)=O.CCC

Atom charges from the natural (NBO) analysis, given in e for atoms 1 to 6: -0.71, 0.67, -0.62, -0.83, 0.22, 0.24



Formula: C5H13NO
Source: OMol25
Level of theory: wB97M-V/def2-TZVPD

The geometry in ORCA input format:
```
! RIJCOSX wB97M-V def2-TZVPD def2/J DEFGRID3
* xyz 0 1
C 1.77 -0.25 0.55
C 1.67 -1.74 0.91
C 1.50 0.29 -0.86
O 2.42 0.80 -1.45
N 0.22 0.09 -1.40
H 1.22 0.49 1.18
H 2.78 0.11 0.82
H 2.58 -2.32 0.81
H 0.08 0.18 -2.39
H -0.19 -0.70 -0.93
H 1.06 -2.29 0.18
H 1.18 -1.71 1.88
C -3.74 -0.06 1.06
C -2.81 1.14 0.71
H -3.58 -0.59 2.00
H -4.59 0.51 1.46
H -4.01 -0.71 0.24
H -2.61 1.17 -0.34
H -1.85 1.05 1.23
H -3.29 2.10 0.91
*
```

Energy relative to the best compared isomer or geometry (same formula, charge and spin): 27.2 kcal/mol
E_tot: -8932.832 eV
HOMO-LUMO gap: 10.2847 eV
SMILES: CCC(N)=O.CC

Atom charges from the natural (NBO) analysis, given in e for atoms 1 to 6: -0.52, -0.62, 0.68, -0.59, -0.84, 0.22



Formula: C5H13NO
Source: OMol25
Level of theory: wB97M-V/def2-TZVPD

The geometry in ORCA input format:
```
! RIJCOSX wB97M-V def2-TZVPD def2/J DEFGRID3
* xyz 0 1
C -2.34 -1.44 -1.90
C -2.33 -1.80 -0.34
H -3.10 -0.82 -2.29
H -1.39 -0.93 -2.17
H -2.54 -2.25 -2.53
H -2.11 -0.87 0.21
H -3.33 -2.16 0.00
H -1.64 -2.49 0.13
C 0.72 1.46 1.23
C -0.42 0.39 1.74
C 1.33 0.79 0.03
O 0.87 0.31 -0.99
N 2.78 0.76 0.14
H 0.13 2.44 1.07
H 1.33 1.63 2.08
H -1.15 1.01 2.25
H 0.16 -0.33 2.22
H 3.30 0.08 -0.45
H 3.23 0.62 0.99
H -1.02 -0.08 0.86
*
```

Energy relative to the best compared isomer or geometry (same formula, charge and spin): 44.0 kcal/mol
E_tot: -8932.103 eV
HOMO-LUMO gap: 10.8004 eV
SMILES: CCC(N)=O.CC

Atom charges from the natural (NBO) analysis, given in e for atoms 1 to 6: -0.62, -0.60, 0.21, 0.22, 0.20, 0.19



Formula: C5H13NO
Source: OMol25
Level of theory: wB97M-V/def2-TZVPD

The geometry in ORCA input format:
```
! RIJCOSX wB97M-V def2-TZVPD def2/J DEFGRID3
* xyz 0 1
C 1.45 1.21 0.62
C 1.56 -1.16 0.00
N 0.74 0.06 0.04
H 0.11 0.44 -0.83
H 0.82 2.09 0.52
H 2.38 1.37 0.08
H 1.65 1.04 1.68
H 1.78 -1.51 1.01
H 2.50 -0.96 -0.52
H 1.03 -1.95 -0.54
C -1.42 -1.34 0.28
C -1.34 1.15 -1.18
C -0.72 -0.08 0.70
O -0.92 0.50 1.73
H -1.11 -2.16 0.93
H -2.49 -1.18 0.42
H -1.38 0.78 -2.21
H -2.36 1.10 -0.78
H -1.04 2.20 -1.19
H -1.24 -1.61 -0.76
*
```

Energy relative to the best compared isomer or geometry (same formula, charge and spin): 88.2 kcal/mol
E_tot: -8930.188 eV
HOMO-LUMO gap: 8.0913 eV

Atom charges from the natural (NBO) analysis, given in e for atoms 1 to 6: -0.42, -0.42, -0.55, 0.47, 0.24, 0.20



Formula: C5H13NO
Source: OMol25
Level of theory: wB97M-V/def2-TZVPD

The geometry in ORCA input format:
```
! RIJCOSX wB97M-V def2-TZVPD def2/J DEFGRID3
* xyz 0 1
C -1.03 1.58 0.97
C -0.29 1.41 -0.35
C -0.25 0.82 2.08
O 0.61 -0.02 1.94
N -0.60 1.20 3.38
H -0.86 2.74 1.14
H -2.07 1.28 0.93
H -1.04 1.54 -1.23
H 0.19 1.08 3.96
H -1.32 1.70 3.58
H 0.05 0.29 -0.48
H 0.65 1.98 -0.46
C 0.73 -2.55 -1.47
C 0.77 -1.30 -2.36
H 0.54 -2.33 -0.43
H 0.14 -3.38 -1.97
H 1.67 -3.07 -1.54
H -0.31 -0.84 -2.40
H 0.87 -1.52 -3.39
H 1.57 -0.60 -1.88
*
```

Energy relative to the best compared isomer or geometry (same formula, charge and spin): 40.5 kcal/mol
E_tot: -8932.254 eV
HOMO-LUMO gap: 10.9819 eV
SMILES: CCC(N)=O.CC

Atom charges from the natural (NBO) analysis, given in e for atoms 1 to 6: -0.52, -0.62, 0.69, -0.59, -0.83, 0.22



Formula: C5H13NO
Source: OMol25
Level of theory: wB97M-V/def2-TZVPD

The geometry in ORCA input format:
```
! RIJCOSX wB97M-V def2-TZVPD def2/J DEFGRID3
* xyz 0 1
C -0.31 0.13 1.21
N -2.30 -0.37 -0.87
C -1.17 0.34 -1.17
C -0.11 0.16 -0.32
C 1.36 0.05 -0.78
C -1.18 1.29 -2.28
H -1.23 0.81 1.42
H 0.61 0.29 1.84
H -0.60 -1.08 1.33
H -2.27 -1.17 -0.24
H -2.74 -0.68 -1.68
H 1.93 -0.85 -0.37
H 1.82 0.99 -0.45
H 1.53 0.06 -1.83
H -1.66 2.23 -2.01
H -0.25 1.55 -2.75
H -1.84 0.82 -2.89
H 2.16 -1.96 4.08
H 3.43 -1.33 3.53
O 2.82 -1.28 4.24
*
```

Energy relative to the best compared isomer or geometry (same formula, charge and spin): 77.3 kcal/mol
E_tot: -8930.659 eV
HOMO-LUMO gap: 7.4165 eV
SMILES: CC(C)=C(C)N.O

Atom charges from the natural (NBO) analysis, given in e for atoms 1 to 6: -0.65, -0.82, 0.18, -0.09, -0.64, -0.64



Formula: C5H13NO
Source: OMol25
Level of theory: wB97M-V/def2-TZVPD

The geometry in ORCA input format:
```
! RIJCOSX wB97M-V def2-TZVPD def2/J DEFGRID3
* xyz 0 1
C 1.30 0.71 -0.13
C 0.61 -0.18 -1.20
C -0.63 -0.82 -0.59
C -1.76 -0.73 -1.29
C -3.08 -1.43 -0.95
N 2.22 -0.14 0.74
H 1.75 1.61 -0.51
H 0.52 1.02 0.59
H 0.26 0.44 -2.02
H 1.41 -0.79 -1.63
H -0.32 -1.52 0.17
H -1.76 -0.30 -2.28
H -2.96 -2.14 -0.13
H -3.83 -0.65 -0.77
H -3.41 -2.10 -1.74
H 3.05 -0.27 0.17
H 1.71 -1.02 0.73
H 0.13 1.76 2.95
H 1.46 2.14 3.39
O 0.90 2.20 2.62
*
```

Energy relative to the best compared isomer or geometry (same formula, charge and spin): 48.6 kcal/mol
E_tot: -8931.903 eV
HOMO-LUMO gap: 10.1297 eV
SMILES: C/C=C/CCN.O

Atom charges from the natural (NBO) analysis, given in e for atoms 1 to 6: -0.22, -0.45, -0.20, -0.16, -0.65, -0.81



Formula: C5H13NO
Source: OMol25
Level of theory: wB97M-V/def2-TZVPD

The geometry in ORCA input format:
```
! RIJCOSX wB97M-V def2-TZVPD def2/J DEFGRID3
* xyz 0 1
C 0.00 0.13 1.71
N 2.43 -1.12 0.75
C 1.50 -0.55 -0.14
C 0.24 -0.25 0.26
C -0.87 -0.23 -0.73
C 1.95 -0.62 -1.57
H 0.90 0.67 2.04
H -0.01 -0.74 2.38
H -0.91 0.71 1.83
H 2.00 -1.63 1.51
H 3.09 -1.72 0.29
H -1.32 -1.14 -1.11
H -0.57 0.28 -1.65
H -1.74 0.35 -0.39
H 3.01 -0.40 -1.67
H 1.75 -1.63 -1.95
H 1.35 0.03 -2.21
H -3.81 2.92 0.21
H -4.54 2.24 -1.02
O -4.12 2.09 -0.17
*
```

Energy relative to the best compared isomer or geometry (same formula, charge and spin): 33.2 kcal/mol
E_tot: -8932.570 eV
HOMO-LUMO gap: 8.1376 eV
SMILES: CC(C)=C(C)N.O

Atom charges from the natural (NBO) analysis, given in e for atoms 1 to 6: -0.64, -0.83, 0.19, -0.09, -0.64, -0.66



Formula: C5H13NO
Source: OMol25
Level of theory: wB97M-V/def2-TZVPD

The geometry in ORCA input format:
```
! RIJCOSX wB97M-V def2-TZVPD def2/J DEFGRID3
* xyz 0 1
C 0.74 -2.21 1.31
C 0.62 -1.29 0.12
C 0.68 0.19 0.50
C 0.65 1.24 -0.59
C 1.76 1.56 -1.27
N -0.63 1.57 -1.01
H 1.70 -2.33 1.76
H -0.07 -2.23 2.04
H 0.64 -3.21 0.88
H -0.25 -1.62 -0.45
H 1.45 -1.40 -0.58
H 1.72 0.33 0.81
H -0.06 0.44 1.26
H 2.71 1.55 -0.76
H 1.70 2.28 -2.07
H -1.33 1.26 -0.36
H -0.98 1.73 -1.93
H -2.31 -0.81 1.21
H -3.74 -1.00 0.73
O -2.95 -0.47 0.57
*
```

Energy relative to the best compared isomer or geometry (same formula, charge and spin): 38.2 kcal/mol
E_tot: -8932.353 eV
HOMO-LUMO gap: 8.4798 eV
SMILES: C=C(N)CCC.O

Atom charges from the natural (NBO) analysis, given in e for atoms 1 to 6: -0.62, -0.40, -0.44, 0.23, -0.55, -0.83



Formula: C5H13NO
Source: OMol25
Level of theory: wB97M-V/def2-TZVPD

The geometry in ORCA input format:
```
! RIJCOSX wB97M-V def2-TZVPD def2/J DEFGRID3
* xyz 0 1
C -1.71 -2.34 1.93
C -0.29 -1.78 1.83
H -1.93 -2.61 2.96
H -2.47 -1.61 1.63
H -1.84 -3.18 1.25
H 0.35 -2.64 2.01
H 0.04 -1.42 0.86
H -0.11 -0.95 2.50
C -0.45 0.51 -0.93
C -0.12 -0.78 -1.67
C 0.73 1.42 -0.69
O 1.78 1.33 -1.29
N 0.53 2.37 0.27
H -1.22 0.95 -1.56
H -0.91 0.36 0.04
H 0.65 -1.42 -1.24
H 0.19 -0.46 -2.67
H 1.29 2.91 0.65
H -0.32 2.32 0.80
H -1.05 -1.33 -1.87
*
```

Energy relative to the best compared isomer or geometry (same formula, charge and spin): 5.8 kcal/mol
E_tot: -8933.759 eV
HOMO-LUMO gap: 10.6400 eV
SMILES: CCC(N)=O.CC

Atom charges from the natural (NBO) analysis, given in e for atoms 1 to 6: -0.61, -0.61, 0.21, 0.19, 0.21, 0.21



Formula: C5H13NO
Source: OMol25
Level of theory: wB97M-V/def2-TZVPD

The geometry in ORCA input format:
```
! RIJCOSX wB97M-V def2-TZVPD def2/J DEFGRID3
* xyz 0 1
C 1.06 -0.04 -2.09
C 2.12 0.08 -1.01
C 1.60 -0.52 -3.44
H 0.26 -0.74 -1.82
H 0.54 0.90 -2.19
H 2.99 0.62 -1.38
H 1.81 -1.58 -3.40
H 0.83 -0.36 -4.18
H 2.49 -0.86 -0.61
H 1.77 0.69 -0.17
H 2.45 0.07 -3.76
C -0.26 0.83 2.36
C -1.44 0.02 1.84
O -2.09 -0.77 2.49
N -1.72 0.24 0.53
H 0.62 0.44 1.85
H -0.15 0.73 3.43
H -2.53 -0.25 0.18
H -1.24 0.94 -0.02
H -0.39 1.87 2.03
*
```

Energy relative to the best compared isomer or geometry (same formula, charge and spin): 2.3 kcal/mol
E_tot: -8933.911 eV
HOMO-LUMO gap: 10.6215 eV
SMILES: CC(N)=O.CCC

Atom charges from the natural (NBO) analysis, given in e for atoms 1 to 6: -0.40, -0.61, -0.60, 0.20, 0.19, 0.20



Formula: C5H13NO
Source: OMol25
Level of theory: wB97M-V/def2-TZVPD

The geometry in ORCA input format:
```
! RIJCOSX wB97M-V def2-TZVPD def2/J DEFGRID3
* xyz 0 1
C -0.99 -2.66 0.19
C -0.70 -1.46 1.10
C 0.26 -0.60 0.76
N 0.60 0.52 1.55
C 0.88 1.73 0.71
C -0.35 2.24 -0.05
H -0.26 -3.43 0.47
H -1.99 -3.06 0.30
H -0.70 -2.41 -0.83
H -1.14 -1.50 2.08
H 1.04 -0.73 0.01
H 0.04 0.80 2.33
H 1.71 1.62 0.02
H 1.21 2.47 1.45
H -0.03 2.59 -1.03
H -0.88 3.05 0.44
H -1.05 1.40 -0.13
H -0.17 0.13 -2.53
H 1.21 0.07 -3.13
O 0.28 0.03 -3.36
*
```

Energy relative to the best compared isomer or geometry (same formula, charge and spin): 42.6 kcal/mol
E_tot: -8932.166 eV
HOMO-LUMO gap: 8.8292 eV
SMILES: C/C=C/NCC.O

Atom charges from the natural (NBO) analysis, given in e for atoms 1 to 6: -0.64, -0.26, -0.03, -0.62, -0.22, -0.65



Question: Among the records above, which one has the highest energy relative to the best compared isomer or geometry (same formula, charge and spin)?
Answer: number 4